Entry 1:
15
Properties=species:S:1:pos:R:3:forces:R:3 method="wB97M-V/def2-TZVPD" smiles=N#C[C@H](N)C1CC1 e_above_lowest_kcal_mol=33.6 largest_force_ev_per_a=1.2 total_energy_ev=-8293.5376
N 1.156 2.110 1.662 -0.1 -1.0 -0.7
C 1.042 1.130 1.054 -0.1 0.8 0.7
C 0.897 -0.166 0.341 -0.3 0.0 -0.2
N 2.078 -0.489 -0.467 0.1 0.1 0.4
C -0.356 -0.232 -0.549 0.2 0.4 -0.2
C -1.589 0.600 -0.313 0.0 0.3 -0.1
C -1.614 -0.870 -0.042 -0.1 -0.1 0.2
H 0.776 -0.931 1.121 0.3 0.2 -0.2
H 2.848 -0.690 0.162 0.1 0.0 -0.1
H 2.368 0.325 -1.006 -0.2 -0.2 0.0
H -0.082 -0.367 -1.593 -0.1 -0.3 0.2
H -1.537 1.304 0.517 -0.3 -0.2 -0.1
H -2.161 0.919 -1.178 0.3 0.2 0.1
H -2.153 -1.523 -0.722 0.0 0.1 0.2
H -1.672 -1.122 1.012 0.2 -0.3 -0.2

***

Entry 2:
15
Properties=species:S:1:pos:R:3:forces:R:3 method="wB97M-V/def2-TZVPD" e_above_lowest_kcal_mol=132.3 largest_force_ev_per_a=1.3 total_energy_ev=-8289.2607
C -2.079 0.155 0.009 0.0 -0.1 0.2
C -0.964 -0.408 -0.834 -0.1 0.1 -0.2
C 0.334 0.272 -1.085 0.0 0.3 -0.1
C 0.721 1.430 -0.307 0.5 0.7 0.8
N 1.137 2.261 0.385 -0.6 -0.6 -0.9
N 0.276 -0.997 -0.329 -1.0 -0.2 -0.8
C 1.933 -0.734 1.316 0.7 -0.1 1.0
H -1.706 0.897 0.719 0.0 -0.1 0.0
H -2.845 0.625 -0.621 0.3 -0.1 0.1
H -2.557 -0.660 0.561 0.0 0.1 0.0
H -1.341 -0.944 -1.719 0.2 -0.1 0.4
H 0.766 0.263 -2.089 0.0 -0.1 0.3
H 2.051 -1.058 0.317 0.8 0.3 -0.4
H 2.379 -1.408 2.055 -0.8 0.0 0.0
H 1.895 0.307 1.622 -0.1 -0.2 -0.4

***

Entry 3:
15
Properties=species:S:1:pos:R:3:forces:R:3 method="wB97M-V/def2-TZVPD" smiles="C=C=NN1C[C@@H]1C" e_above_lowest_kcal_mol=102.6 largest_force_ev_per_a=0.8 total_energy_ev=-8290.5471
C 2.760 -0.208 -0.666 0.2 -0.2 0.1
C 1.940 -0.539 0.292 -0.3 0.3 0.0
N 0.949 -0.473 1.037 0.2 0.6 -0.5
N 0.280 0.676 0.340 0.0 0.1 -0.2
C -0.954 1.324 0.744 -0.2 0.1 0.3
C -0.946 0.306 -0.339 -0.2 -0.1 -0.2
C -1.569 -1.037 -0.060 0.0 -0.1 0.0
H 2.579 -0.551 -1.678 0.3 -0.2 0.2
H 3.495 0.562 -0.471 0.2 -0.2 0.0
H -0.946 2.382 0.475 0.0 -0.2 0.3
H -1.454 1.085 1.675 0.0 -0.2 0.0
H -0.954 0.616 -1.384 -0.1 0.0 0.2
H -1.582 -1.242 1.013 0.0 0.0 -0.1
H -1.002 -1.840 -0.542 -0.1 0.1 0.0
H -2.596 -1.060 -0.437 0.1 0.0 0.0

***

Entry 4:
15
Properties=species:S:1:pos:R:3:forces:R:3 method="wB97M-V/def2-TZVPD" e_above_lowest_kcal_mol=114.7 largest_force_ev_per_a=3.4 total_energy_ev=-8290.0239
C 1.188 1.268 -0.463 -1.8 1.0 -1.1
C -1.749 -0.802 0.370 0.6 -0.4 0.2
N -0.657 -0.235 -0.433 1.8 0.8 -0.4
C 1.174 -0.106 -0.090 -3.0 -1.3 1.1
C 1.702 -1.035 0.669 0.1 0.0 -0.1
C -0.531 1.417 -0.602 2.0 0.3 0.6
N -1.336 2.280 -0.659 -0.2 -0.3 -0.1
H -0.748 -0.523 -1.408 0.1 -0.3 0.1
H 1.520 1.966 0.303 0.2 -0.1 -0.1
H 1.607 1.459 -1.451 0.1 0.2 0.1
H -1.618 -1.885 0.420 -0.1 0.0 0.1
H -2.727 -0.596 -0.067 0.2 0.2 -0.1
H -1.700 -0.381 1.374 0.0 0.0 -0.1
H 1.144 -1.893 1.025 0.1 0.0 -0.2
H 2.729 -0.934 1.010 -0.1 0.0 -0.1